Computed, not measured: a molecular structure, C57H73IN6O5STi, with the ωB97M-V functional and the def2-TZVPD basis.

- lowest unoccupied orbital energy (eV) = 0.03
- E_tot (Eh) = -4466.062011
- gap between HOMO and LUMO (eV) = 6.632
- energy above the lowest of the compared OMol25 structures with the same formula, charge and spin (eV) = 1.660
- highest occupied orbital energy (eV) = -6.600

```
144
Properties=species:S:1:pos:R:3:forces:R:3:mulliken_charge:R:1
Ti 0.281 0.030 -0.057 1.4 -0.1 0.5 -0.934
C 7.261 0.614 -1.325 0.0 0.0 0.0 -1.921
C 6.465 0.665 -2.631 0.0 0.0 0.0 2.066
C 6.754 -0.615 -3.427 0.0 0.0 0.0 -1.599
C 6.959 1.874 -3.436 0.0 0.0 0.0 -1.805
C 4.958 0.746 -2.378 0.1 0.0 0.0 -0.687
C 4.415 0.315 -1.176 -0.1 0.0 -0.1 -0.887
C 3.027 0.331 -1.016 0.2 0.0 -0.1 -0.328
N 2.263 0.005 0.072 0.1 -0.4 0.0 1.199
C 2.785 -0.426 1.292 -0.1 0.3 -0.3 -0.401
C 3.860 -1.270 1.497 0.0 -0.1 0.5 -0.762
C 4.206 -1.589 2.811 -0.1 0.0 -0.1 -0.080
C 3.471 -1.002 3.842 0.0 0.0 0.0 -1.018
C 2.370 -0.156 3.660 0.1 -0.1 -0.1 0.638
C 1.992 0.084 2.333 0.0 -0.1 -0.1 -0.714
O 0.893 0.683 1.905 -0.2 -0.1 0.0 0.151
C 1.691 0.436 4.894 0.0 0.0 0.1 2.073
C 0.456 1.291 4.595 -0.1 0.0 0.0 -1.654
C 2.707 1.339 5.612 0.0 0.0 0.0 -1.800
C 1.258 -0.689 5.849 0.0 0.0 0.0 -1.761
C 5.332 -2.565 3.137 0.0 0.0 0.0 2.184
C 4.765 -3.757 3.918 0.0 0.0 0.0 -1.578
C 6.394 -1.854 3.986 0.0 0.0 0.0 -1.800
C 6.003 -3.106 1.875 0.0 0.0 0.0 -1.888
C 2.210 0.839 -2.026 -0.3 -0.1 0.1 0.178
O 0.918 0.877 -1.657 0.0 -0.1 -0.2 1.054
C 2.721 1.258 -3.258 0.1 0.2 0.1 -0.118
C 4.106 1.192 -3.394 -0.1 -0.1 0.0 -0.616
C 1.825 1.846 -4.345 0.0 0.1 0.0 2.373
C 1.162 3.121 -3.801 -0.1 0.0 0.0 -1.377
C 0.738 0.849 -4.762 0.0 0.0 0.0 -0.951
C 2.614 2.217 -5.604 0.0 0.0 0.0 -2.481
H 8.329 0.647 -1.547 0.0 0.0 0.0 0.476
H 7.077 -0.304 -0.766 0.0 0.0 0.0 0.251
H 7.023 1.457 -0.674 0.0 0.0 0.0 0.404
H 7.822 -0.703 -3.641 0.0 0.0 0.0 0.461
H 6.215 -0.614 -4.375 0.0 0.0 0.0 0.319
H 6.443 -1.496 -2.864 0.0 0.0 0.0 0.286
H 8.048 1.854 -3.503 0.0 0.0 0.0 0.471
H 6.663 2.811 -2.964 0.0 0.0 0.0 0.358
H 6.574 1.875 -4.456 0.0 0.0 0.0 0.379
H 5.045 -0.011 -0.367 0.0 0.0 0.0 0.873
H 4.366 -1.717 0.656 0.0 0.0 -0.1 0.927
H 3.755 -1.234 4.861 0.0 0.0 0.0 0.477
H 0.663 2.081 3.876 0.0 0.0 0.0 0.130
H 0.122 1.740 5.534 0.0 0.0 0.0 0.601
H -0.375 0.699 4.206 0.0 0.0 0.0 0.139
H 2.994 2.177 4.975 0.0 0.0 0.0 0.385
H 3.613 0.792 5.872 0.0 0.0 0.0 0.272
H 2.275 1.740 6.532 0.0 0.0 0.0 0.473
H 0.634 -1.421 5.332 0.0 0.0 0.0 0.201
H 0.678 -0.275 6.677 0.0 0.0 0.0 0.507
H 2.110 -1.218 6.275 0.0 0.0 0.0 0.372
H 4.279 -3.432 4.839 0.0 0.0 0.0 0.264
H 5.567 -4.447 4.189 0.0 0.0 0.0 0.466
H 4.034 -4.299 3.317 0.0 0.0 0.0 0.195
H 5.981 -1.508 4.934 0.0 0.0 0.0 0.279
H 6.794 -0.986 3.461 0.0 0.0 0.0 0.342
H 7.222 -2.531 4.211 0.0 0.0 0.0 0.489
H 5.296 -3.652 1.249 0.0 0.0 0.0 0.244
H 6.803 -3.794 2.154 0.0 0.0 0.0 0.484
H 6.450 -2.306 1.281 0.0 0.0 0.0 0.225
H 4.542 1.501 -4.330 0.0 0.0 0.0 0.399
H 0.608 2.909 -2.888 0.0 0.0 0.0 -0.051
H 0.470 3.539 -4.537 0.0 0.0 -0.1 0.441
H 1.918 3.875 -3.578 0.0 0.0 0.0 0.323
H 0.040 0.678 -3.946 0.0 0.0 0.0 -0.426
H 1.169 -0.108 -5.063 0.0 0.0 0.0 0.302
H 0.174 1.247 -5.608 0.0 0.0 0.0 0.616
H 3.337 3.011 -5.413 0.0 0.0 0.0 0.404
H 1.923 2.579 -6.367 0.0 0.0 0.0 0.440
H 3.152 1.361 -6.017 0.0 0.0 0.0 0.440
N -0.259 -1.558 2.063 0.1 0.0 0.0 0.335
C -1.315 -2.559 2.154 -0.1 -0.1 0.1 -1.011
C -2.213 -2.515 0.911 0.0 -0.1 0.0 0.740
O -3.302 -3.099 0.950 0.0 -0.1 0.1 -0.849
O -1.725 -1.882 -0.070 -0.1 0.2 0.1 -0.237
H 0.617 -1.897 2.448 0.0 0.0 0.0 0.074
H -0.455 -0.734 2.620 -0.1 0.0 -0.1 -0.458
H -1.934 -2.442 3.048 0.0 0.0 -0.1 0.437
H -0.886 -3.564 2.214 0.0 0.0 -0.1 0.244
C -1.322 -7.243 -0.341 0.0 0.0 0.0 -1.358
C -0.759 -6.118 0.510 -0.1 0.1 0.1 -0.280
N 0.675 -6.243 0.750 0.0 -0.1 0.0 0.508
C 1.119 -7.295 1.666 -0.1 0.1 0.0 -0.756
C 1.913 -8.380 0.958 0.0 0.0 0.0 -1.182
C 1.593 -5.311 0.398 0.0 0.2 0.1 -0.010
O 2.722 -5.278 0.865 0.1 -0.1 -0.1 -0.667
C 1.166 -4.270 -0.596 0.0 0.0 -0.1 -0.056
C 0.757 -4.560 -1.891 0.1 0.0 0.0 0.491
C 0.441 -3.515 -2.742 0.0 0.1 0.1 -1.406
C 0.455 -2.224 -2.237 0.0 -0.1 0.0 -0.217
N 0.795 -1.953 -0.978 -0.2 0.2 -0.1 1.516
C 1.206 -2.948 -0.195 0.0 -0.1 -0.2 -0.929
H -2.390 -7.097 -0.496 0.0 0.0 0.0 0.420
H -1.185 -8.213 0.139 0.0 0.0 0.0 0.372
H -0.835 -7.284 -1.316 0.0 0.0 0.0 0.243
H -1.259 -6.106 1.485 0.0 0.0 0.0 0.466
H -0.964 -5.148 0.060 0.0 -0.1 0.0 0.065
H 0.225 -7.711 2.133 0.0 0.0 0.0 0.456
H 1.723 -6.835 2.450 0.0 0.0 0.0 0.390
H 1.322 -8.846 0.170 0.0 0.0 0.0 0.288
H 2.211 -9.157 1.663 0.0 0.0 0.0 0.411
H 2.815 -7.961 0.516 0.0 0.0 0.0 0.304
H 0.703 -5.586 -2.231 0.0 0.0 0.0 0.613
H 0.150 -3.685 -3.769 0.0 0.0 0.0 0.589
H 0.173 -1.382 -2.853 0.0 0.0 0.0 0.144
H 1.560 -2.683 0.789 0.0 0.0 0.0 0.042
N -1.345 0.263 -1.537 -0.1 -0.2 0.3 1.052
S -2.894 -0.116 -1.506 0.1 -0.1 0.1 0.974
C -3.167 -1.419 -2.692 0.0 0.0 -0.1 0.610
C -2.845 -1.213 -4.029 0.0 0.0 0.1 -0.247
C -2.967 -2.264 -4.921 0.0 0.0 0.0 -0.721
C -3.420 -3.499 -4.473 0.0 0.0 -0.1 -0.553
C -3.745 -3.686 -3.139 0.0 0.0 0.1 -0.570
C -3.613 -2.645 -2.226 0.0 0.0 -0.1 -0.436
C -3.694 1.244 -2.345 -0.1 0.0 -0.1 0.200
C -3.011 2.435 -2.518 0.0 0.0 -0.1 -0.380
C -3.676 3.519 -3.081 0.1 0.0 0.0 -0.854
C -5.003 3.406 -3.456 -0.1 0.0 0.0 -0.508
C -5.680 2.205 -3.271 0.0 0.0 0.0 -0.777
C -5.030 1.119 -2.711 0.0 0.1 0.0 -0.485
H -0.990 0.311 -2.483 0.0 0.3 0.0 -1.124
H -2.508 -0.241 -4.370 0.0 0.0 0.0 0.277
H -2.718 -2.120 -5.964 0.0 0.0 0.0 0.442
H -3.523 -4.318 -5.173 0.0 0.0 0.0 0.413
H -4.097 -4.650 -2.796 0.0 0.0 0.0 0.480
H -3.811 -2.795 -1.170 0.0 0.0 0.0 0.376
H -1.972 2.501 -2.220 0.0 0.0 0.0 0.242
H -3.147 4.452 -3.225 0.0 0.0 0.0 0.451
H -5.515 4.251 -3.896 0.0 0.0 0.0 0.410
H -6.717 2.114 -3.565 0.0 0.0 0.0 0.407
H -5.552 0.181 -2.570 0.0 0.0 0.0 0.486
I 1.200 3.562 0.426 0.1 -0.1 -0.1 0.139
C -0.618 2.816 1.090 -0.6 0.2 0.3 -0.113
C -1.435 3.697 1.793 0.1 0.0 0.0 -0.709
C -2.644 3.247 2.292 0.0 0.0 0.0 -0.599
C -3.018 1.928 2.081 0.2 -0.1 -0.1 -1.455
C -2.155 1.118 1.368 -0.1 0.2 0.0 -0.346
N -0.990 1.558 0.874 -0.3 0.4 -0.4 1.898
H -1.103 4.713 1.942 -0.1 0.0 0.0 0.529
H -3.286 3.921 2.843 0.0 0.0 0.0 0.469
H -3.947 1.521 2.450 0.0 0.0 0.0 0.617
H -2.398 0.084 1.158 0.0 0.0 0.0 0.279
```
Forces are in eV/Å.

***

Computed, not measured: C14H26BN3O5 in the gas phase, with the ωB97M-V functional and the def2-TZVPD basis.

- lowest unoccupied orbital energy (eV) = 0.47
- E_tot (Eh) = -1114.524207
- gap between HOMO and LUMO (eV) = 9.828
- energy above the lowest of the compared OMol25 structures with the same formula, charge and spin (eV) = 0.278
- SMILES string = C[C@H](N)C(=O)N1C[C@@H]2C[C@@](N)(C(=O)O)[C@@H](CCCB(O)O)[C@@H]2C1
- highest occupied orbital energy (eV) = -9.357

```
49
Properties=species:S:1:pos:R:3:forces:R:3:mulliken_charge:R:1
C 2.944 -0.884 -2.685 0.1 0.1 -0.5 -1.225
C 3.386 0.565 -2.428 -0.2 0.1 -0.8 0.187
N 4.803 0.808 -2.694 -0.4 -1.2 -0.8 -0.823
C 3.183 0.860 -0.989 -0.8 0.8 2.4 0.531
O 3.991 0.482 -0.140 0.1 0.1 -0.6 -0.642
N 2.102 1.605 -0.565 -0.8 0.2 0.1 0.124
C 1.983 2.097 0.836 -0.5 0.2 -0.8 -1.139
C 0.502 1.934 1.232 0.1 0.5 -0.6 0.031
C 0.249 0.801 2.212 -0.6 0.5 0.4 -1.902
C 0.130 -0.448 1.359 0.8 -0.8 -0.8 1.923
N 1.485 -1.011 1.153 -0.4 0.4 -0.2 -0.835
C -0.661 -1.512 2.080 -0.4 1.0 0.4 -0.532
O -1.482 -1.148 2.903 0.0 -1.5 -0.2 -0.773
O -0.405 -2.790 1.723 -0.3 0.5 0.9 -0.465
C -0.553 0.051 0.014 -0.8 -0.2 0.6 0.651
C -2.071 -0.159 -0.098 -0.3 0.2 0.2 -1.903
C -2.604 -1.601 -0.141 1.3 -0.3 -0.6 -0.341
C -4.075 -1.671 -0.323 -1.6 1.9 -0.6 -1.171
B -4.846 -0.844 0.773 1.2 0.2 0.8 0.740
O -4.218 -0.683 2.017 -1.2 0.5 0.1 -0.762
O -6.086 -0.257 0.544 1.1 -0.3 1.2 -0.536
C -0.254 1.570 -0.087 1.2 -0.7 0.2 -0.096
C 0.770 1.723 -1.215 0.8 1.3 0.0 -1.485
H 3.732 -1.573 -2.383 -0.1 0.0 0.1 0.343
H 2.014 -1.133 -2.163 0.2 0.1 0.1 0.233
H 2.740 -1.034 -3.748 0.2 0.0 0.0 0.313
H 2.817 1.243 -3.087 0.0 -0.2 0.4 0.355
H 5.298 0.404 -1.921 0.5 -0.4 0.4 0.308
H 4.980 1.778 -2.610 0.2 1.2 -0.1 0.313
H 2.621 1.533 1.462 0.7 -0.6 0.6 0.565
H 2.281 3.150 0.956 0.0 -0.2 -0.5 0.352
H 0.152 2.898 1.593 -0.1 0.0 0.3 0.477
H 1.037 0.691 2.952 0.2 0.0 0.0 0.611
H -0.670 0.977 2.792 0.2 -0.1 -0.5 0.439
H 1.430 -1.904 0.671 0.0 0.2 0.0 0.370
H 2.017 -0.364 0.573 0.1 -0.4 0.2 0.146
H -0.917 -3.376 2.316 0.1 0.3 -0.3 0.493
H -0.036 -0.458 -0.799 -0.2 -0.3 0.0 0.257
H -2.448 0.409 -0.970 0.3 -0.4 0.1 0.634
H -2.543 0.374 0.751 0.3 -0.3 -0.3 0.387
H -2.080 -2.216 -0.900 -0.1 0.5 0.1 0.532
H -2.358 -2.110 0.775 -0.1 -0.1 0.3 0.240
H -4.486 -2.641 -0.210 -0.2 -1.4 -0.1 0.499
H -4.418 -1.286 -1.303 0.3 -0.3 0.2 0.255
H -3.302 -0.861 2.325 -0.8 -0.2 -0.8 0.370
H -6.289 0.185 1.390 -0.3 -0.1 -0.5 0.307
H -1.147 2.179 -0.250 0.1 -0.2 0.0 0.831
H 0.602 0.964 -1.952 0.2 -0.4 -0.5 0.596
H 0.704 2.681 -1.740 -0.1 0.1 0.2 0.217
```
Forces are in eV/Å.

***

Computed, not measured: a molecular structure, C14H25N4O3PSW, with the ωB97M-V functional and the def2-TZVPD basis.

- lowest unoccupied orbital energy (eV) = -16.44
- E_tot (Eh) = -1798.187934
- total charge = +4
- gap between HOMO and LUMO (eV) = 6.532
- energy above the lowest of the compared OMol25 structures with the same formula, charge and spin (eV) = 2.390
- highest occupied orbital energy (eV) = -22.968

```
49
Properties=species:S:1:pos:R:3:forces:R:3:mulliken_charge:R:1
W -0.545 0.476 -0.821 -1.3 -1.1 0.2 0.970
N 0.545 -0.944 0.472 0.0 -0.1 0.2 -0.647
C -0.322 -1.825 1.324 0.1 0.0 -0.1 -0.798
C -1.502 -0.991 1.728 -0.3 0.3 -0.1 0.568
O -2.163 -1.053 2.696 0.0 -0.2 0.0 -0.351
N -1.815 0.060 0.704 0.2 0.1 0.4 0.034
C -2.273 1.334 1.390 0.2 -0.1 0.0 -0.653
C -1.188 2.033 0.624 0.3 0.3 -0.2 0.723
O -1.481 2.195 -0.666 0.0 0.3 0.4 -0.420
O 0.046 1.790 0.785 0.2 0.5 0.3 -0.334
H 1.219 -1.518 -0.039 0.1 0.0 0.1 0.401
H 1.098 -0.363 1.109 0.1 0.0 0.0 0.386
H 0.218 -2.162 2.210 0.0 0.0 0.0 0.533
H -0.635 -2.704 0.763 0.0 0.0 0.0 0.355
H -2.143 1.304 2.469 0.0 0.0 0.0 0.381
H -3.272 1.644 1.096 0.0 0.0 0.0 0.351
C 1.463 0.168 -3.940 -0.1 0.0 -0.1 -1.188
C 2.487 0.267 -2.806 0.0 -0.2 0.0 -0.569
P 1.878 1.183 -1.381 -0.3 0.1 -0.3 0.451
C 3.076 1.308 -0.032 0.1 0.0 0.0 -0.253
C 4.527 1.329 -0.564 0.0 0.0 0.2 -1.321
C 1.322 2.830 -1.973 0.1 0.0 0.0 -0.418
C 2.453 3.538 -2.758 -0.1 0.1 0.1 -1.306
H 1.781 -0.571 -4.675 0.1 0.1 0.0 0.447
H 1.337 1.119 -4.456 0.0 0.0 0.0 0.305
H 0.478 -0.175 -3.600 0.0 0.0 0.1 0.191
H 3.374 0.817 -3.137 0.1 0.0 0.0 0.646
H 2.846 -0.711 -2.473 0.0 0.0 0.0 0.510
H 2.953 0.463 0.652 0.1 0.0 0.0 0.325
H 2.813 2.210 0.528 0.1 0.0 0.0 0.507
H 4.804 0.381 -1.022 0.0 0.0 0.0 0.396
H 5.181 1.485 0.294 0.0 0.0 0.0 0.455
H 4.707 2.140 -1.266 0.0 0.0 0.0 0.370
H 1.022 3.394 -1.089 0.1 0.1 0.0 0.500
H 0.442 2.741 -2.620 0.0 -0.1 0.0 0.287
H 3.338 3.683 -2.142 0.0 0.0 0.0 0.367
H 2.071 4.523 -3.029 0.1 0.0 0.0 0.420
H 2.722 3.021 -3.676 0.0 0.0 0.0 0.343
S -1.141 -1.724 -1.727 0.6 -0.2 -0.2 -0.297
C -2.270 -0.782 -2.602 -0.3 0.0 -0.4 0.396
N -3.284 -1.169 -3.389 0.1 0.1 0.1 0.067
C -4.050 -0.255 -4.037 0.0 -0.1 0.0 -0.045
C -3.792 1.095 -3.873 0.0 0.0 0.0 -0.872
C -2.769 1.464 -3.019 -0.2 -0.2 0.0 0.089
N -2.034 0.506 -2.403 0.3 0.6 -0.4 -0.176
H -3.486 -2.165 -3.513 0.0 0.0 0.0 0.351
H -4.844 -0.654 -4.662 0.0 0.1 0.0 0.481
H -4.386 1.838 -4.391 0.0 0.0 0.0 0.489
H -2.531 2.500 -2.814 0.0 0.0 0.0 0.552
```
Forces are in eV/Å.

***

Computed, not measured: C4H8N2O6 in the gas phase, with the ωB97M-V functional and the def2-TZVPD basis.

- lowest unoccupied orbital energy (eV) = -0.39
- E_tot (Eh) = -717.953234
- gap between HOMO and LUMO (eV) = 10.830
- energy above the lowest of the compared OMol25 structures with the same formula, charge and spin (eV) = 0.379
- SMILES string = CC(C)([N+](=O)[O-])C(O)(O)[N+](=O)[O-]
- highest occupied orbital energy (eV) = -11.215

```
20
Properties=species:S:1:pos:R:3:forces:R:3:mulliken_charge:R:1
C -0.930 -1.094 1.062 -0.5 2.4 -2.3 -2.014
C 0.066 -0.501 0.073 -1.6 -2.1 -1.4 0.940
C 1.480 -0.784 0.348 0.2 1.1 -1.8 -1.664
N -0.222 -1.250 -1.335 0.9 1.2 -0.4 1.072
O -0.971 -2.184 -1.350 0.2 0.2 -0.4 -0.596
O 0.418 -0.790 -2.299 -1.0 -1.3 1.0 -0.638
C -0.199 0.933 -0.299 -0.8 2.4 -2.6 0.450
O -1.495 0.921 -0.814 1.2 -1.8 1.5 -0.461
O 0.720 1.576 -1.208 -2.6 1.8 3.7 -0.531
N -0.168 1.951 0.909 1.5 0.1 1.8 0.991
O 0.928 1.998 1.513 -2.2 -0.1 -1.2 -0.563
O -1.156 2.597 1.202 1.0 -0.9 -0.8 -0.575
H -1.951 -0.736 0.973 0.1 0.3 0.0 0.352
H -0.497 -0.908 1.952 0.9 1.0 3.5 0.540
H -0.954 -2.105 0.990 0.1 -3.1 -0.6 0.582
H 2.043 -0.588 -0.563 0.3 -0.3 0.2 0.377
H 1.714 -0.032 0.998 1.3 2.0 1.9 0.473
H 1.733 -1.667 0.813 0.1 -2.3 0.6 0.472
H -1.709 1.711 -1.250 -0.2 2.0 -0.9 0.405
H 1.151 0.954 -1.716 1.2 -2.5 -1.9 0.389
```
Forces are in eV/Å.